ORCA calculation (ωB97M-V with the def2-TZVPD basis set) on a molecular structure, C38H42AsF6NO5P2S5SbSiTi.

```
103
Properties=species:S:1:pos:R:3
H 5.203 -3.002 2.078
P 0.991 0.465 2.889
Sb 0.974 3.758 -0.262
C 4.916 -4.960 -1.229
C 5.774 0.574 3.099
C -3.846 1.669 -3.503
H -3.501 2.327 1.708
H 0.631 -1.330 4.457
H -5.248 5.214 -4.072
H 3.637 -3.381 -1.892
F -2.165 -4.313 -4.460
C -3.009 5.660 2.074
C 4.238 -3.760 -1.072
As -2.391 2.203 -1.050
S 2.226 1.650 -0.426
Si 3.304 -1.438 0.307
Ti 0.262 0.509 -0.800
H 3.103 1.668 2.946
F -3.260 -2.715 -3.482
H -2.070 -0.766 0.029
H -3.133 6.451 2.802
H 4.990 0.643 -0.666
C -2.455 5.940 0.833
H 0.429 -4.381 0.990
H 6.713 2.122 0.246
H -3.806 4.138 3.362
H -0.280 1.145 4.905
H -5.701 3.427 -5.724
H 5.979 0.559 4.163
C -3.389 4.362 2.388
F -3.306 -4.723 -2.669
C 5.100 -3.554 1.150
H 1.713 2.733 3.129
H 2.288 1.800 4.530
C 4.799 -0.269 2.576
H 1.510 -3.179 3.361
F -0.708 0.878 -4.977
C -2.527 -3.818 -3.281
H -4.792 1.152 -5.351
C 2.142 1.779 3.447
N -0.300 -2.481 -3.283
C 5.683 -5.466 -0.187
C -5.109 3.216 -4.843
C -3.116 -0.511 0.013
C -3.582 2.671 -2.573
H 2.296 -0.817 4.556
C -3.225 3.344 1.459
C -4.855 4.217 -3.918
C -0.572 -2.142 1.824
H 3.179 -0.928 -1.073
C -0.497 0.977 3.846
C -2.680 3.630 0.215
C 4.306 -3.038 0.124
O -0.363 -4.690 -2.086
C -4.898 1.028 -0.447
C 6.186 1.446 0.906
C -5.825 0.108 0.020
H -5.243 1.989 -0.810
S -1.070 -3.414 -2.169
H 2.202 -4.296 1.024
H -1.274 0.217 3.758
H -6.877 0.362 0.025
O -1.372 -0.396 -2.317
C 1.299 -3.832 0.631
F 0.218 -0.931 -5.726
S -0.321 -0.958 -3.167
H -3.460 0.667 -3.343
C 6.469 1.435 2.267
C 4.494 -0.275 1.215
H 4.843 -5.503 -2.163
O 0.539 -1.203 -0.173
C -4.047 -1.442 0.456
H 7.221 2.100 2.674
C -5.399 -1.136 0.464
H 2.969 -2.352 2.866
H -1.188 -2.587 1.041
H 6.211 -6.404 -0.305
H -1.816 5.137 -1.052
H -6.119 -1.865 0.816
C 5.214 0.602 0.393
C -0.701 -0.447 -4.896
C -3.538 0.724 -0.453
H -0.959 -1.144 2.028
H 6.385 -5.139 1.814
C -4.601 1.940 -4.633
F -1.897 -0.905 -5.262
S 2.114 5.220 -1.526
H -0.880 1.900 3.407
O 0.940 -0.288 -2.868
H -0.635 -2.757 2.724
H -3.902 4.737 -2.075
O -0.938 1.329 0.187
H 4.270 -0.919 3.261
H -3.701 -2.409 0.800
H 1.314 -3.900 -0.455
C -2.284 4.925 -0.097
H -2.135 6.946 0.590
S -0.568 2.662 -2.214
C 1.885 -2.241 2.940
C -4.090 3.946 -2.789
C 1.497 -1.057 3.849
C 5.778 -4.757 1.002
P 1.193 -2.085 1.160
```

The calculation puts the HOMO-LUMO gap at 7.24 eV. Its total energy is -239248.792 eV. As for the total charge: -1. Its HOMO energy is -5.0 eV. For the molar mass, the calculation gives 1201.66 g/mol. The relative energy (zero: lowest compared OMol25 entry of this formula, charge and spin) comes out at 2.6252 eV.

ORCA calculation (ωB97M-V with the def2-TZVPD basis set) on a molecular structure, C20H21F2N4O12S2Y2.

```
63
Properties=species:S:1:pos:R:3
O 7.484 -34.324 -2.045
H 9.646 -32.957 -7.844
O 8.301 -36.129 -1.123
H -2.058 -34.986 -6.504
C 1.406 -34.871 -4.798
C 2.808 -27.643 -1.848
H 4.278 -33.397 -4.104
H 10.551 -34.000 -6.888
H 2.285 -27.166 -1.033
S 5.062 -31.185 -8.569
H 4.260 -29.345 -4.965
C 4.707 -28.030 -3.321
C 3.799 -28.934 -4.079
C 6.738 -35.694 1.116
H 4.768 -31.888 -4.360
O 0.315 -29.826 -4.480
H 2.319 -35.071 -4.256
Y 8.627 -33.464 -4.136
C -0.035 -34.234 -6.619
H 4.803 -26.754 -1.585
N 2.230 -33.705 -6.917
H 7.525 -36.414 1.287
H 5.987 -35.999 3.218
C 1.922 -28.517 -2.609
N 1.517 -30.041 -4.592
H 4.359 -34.206 2.921
O 1.983 -32.987 -7.876
H 0.889 -28.750 -2.394
F 4.379 -31.546 -7.193
H -1.804 -35.832 -4.242
H 0.511 -35.826 -3.147
O 6.302 -33.106 -4.911
C 0.318 -35.466 -4.147
O 2.052 -30.915 -5.282
C 5.513 -34.028 -0.159
C 6.574 -35.025 -0.088
C 5.215 -32.841 -4.074
O 7.644 -31.112 -10.171
O 3.988 -31.184 -9.534
C 4.847 -33.730 0.908
C 4.189 -27.434 -2.157
O 5.798 -30.025 -8.222
H 5.335 -33.509 -1.089
H 5.722 -28.081 -3.686
H 4.147 -32.910 0.968
H 9.514 -34.678 -8.123
C 9.563 -33.920 -7.341
O 3.350 -33.754 -6.393
O 8.424 -34.214 -6.626
C -0.931 -35.404 -4.713
C -1.085 -34.900 -6.045
H 5.485 -32.848 -3.018
H -0.381 -33.820 -7.554
Y 5.961 -34.041 -7.064
F 7.251 -33.481 -10.241
N 5.818 -32.488 -8.551
S 6.534 -32.025 -10.122
N 7.527 -35.206 -1.231
C 5.031 -34.447 2.110
O 5.651 -32.054 -11.278
C 2.404 -29.093 -3.825
C 1.227 -34.298 -6.102
C 5.968 -35.437 2.296
```

The calculation puts the HOMO-LUMO gap (spin up / spin down) at 5.70 / 6.03 eV. Its total energy is -80774.360 eV. As for the total charge: +2. Its HOMO energy (spin up / spin down) is -13.0 / -13.4 eV. For the molar mass, the calculation gives 789.35 g/mol. Its multiplicity is 2. The expectation value of S² is 0.7507.

ORCA calculation (ωB97M-V with the def2-TZVPD basis set) on a molecular structure, CH16Ni2O11.

```
30
Properties=species:S:1:pos:R:3
H 0.029 1.110 1.806
H -2.475 -0.301 1.758
H -1.454 -3.754 -1.388
H -1.506 0.626 2.461
H 2.329 1.713 0.959
O -1.386 -0.696 -0.030
O 2.274 1.081 -1.960
O -0.379 -0.179 -1.601
H 1.879 -1.416 -3.761
Ni 0.164 1.840 -2.123
O -1.370 3.381 0.861
O 0.017 1.046 2.761
H 2.389 0.175 -1.673
C -0.459 -0.002 -0.382
O 1.944 -1.702 -2.850
H 2.802 2.624 2.073
H 0.158 1.943 3.063
O -1.024 -3.312 1.902
O -1.490 -2.982 -1.953
H -0.712 3.596 1.522
O -0.217 1.155 -0.123
Ni -2.375 -1.125 -1.803
H 3.070 1.527 -1.672
H 1.090 -1.493 -2.471
O -2.316 0.135 2.596
H -0.980 -3.226 -2.725
H -1.044 -3.823 1.093
O 2.854 1.721 1.760
H -0.936 2.752 0.285
H -0.874 -2.412 1.614
```

The calculation puts the HOMO-LUMO gap (spin up / spin down) at 5.99 / 3.98 eV. Its total energy is -105865.693 eV. As for the total charge: +3. Its HOMO energy (spin up / spin down) is -20.0 / -19.9 eV. For the molar mass, the calculation gives 321.51 g/mol. Its multiplicity is 6. The expectation value of S² is 8.7616.

ORCA calculation (ωB97M-V with the def2-TZVPD basis set) on 4 unconnected molecules or ions with the total composition BrClFN2O.

```
6
Properties=species:S:1:pos:R:3
F 0.735 -2.551 1.954
O -0.879 -0.242 -1.842
Cl 1.878 -1.341 0.407
N -0.372 0.947 -0.344
Br 3.153 -0.236 -0.914
N -0.243 1.695 0.481
```

The calculation puts the HOMO-LUMO gap (spin up / spin down) at 5.19 / 5.19 eV. Its total energy is -90305.448 eV. As for the total charge: -1. Its HOMO energy (spin up / spin down) is -4.9 / -4.9 eV. For the molar mass, the calculation gives 178.37 g/mol. The relative energy (zero: lowest compared OMol25 entry of this formula, charge and spin) comes out at 3.7344 eV.

Max |F| in Eh/bohr, matching the order above: 0.0181, 0.1925, 0.2070, 0.0946